{"formula": "C6H6CrO5", "method": "wB97M-V/def2-TZVPD", "homo_energy_ev": [-23.98, -23.95], "multiplicity": 4, "charge": 3, "e_lumo_ev": [-18.12, -18.68], "homo_lumo_gap_ev": [5.85, 5.27], "elements": ["O", "C", "Cr", "O", "C", "C", "O", "C", "O", "C", "C", "O", "H", "H", "H", "H", "H", "H"], "xyz": [[0.833, -2.972, -1.155], [0.821, -1.824, -1.154], [0.802, -0.013, -1.153], [-1.762, -0.039, -2.633], [-0.764, -0.029, -2.057], [2.368, 0.003, -2.057], [3.365, 0.013, -2.633], [0.783, 1.798, -1.153], [0.771, 2.946, -1.153], [-1.220, -0.078, 2.478], [-0.870, 0.233, 1.025], [0.210, -0.567, 0.595], [-1.482, -1.151, 2.586], [-2.086, 0.541, 2.795], [-0.357, 0.156, 3.139], [-1.763, 0.006, 0.408], [-0.627, 1.312, 0.942], [0.978, -0.334, 1.180]], "forces_ev_per_angstrom": [[-0.1293, 4.6641, 0.1594], [0.5671, -11.0100, -1.1180], [-0.5764, -0.9183, 5.9913], [4.2865, 0.0406, 2.5194], [-8.1864, -0.0699, -5.3450], [9.3745, 0.2287, -6.7311], [-4.3231, -0.0883, 2.7290], [-0.1673, 10.9437, -0.0894], [0.0673, -4.5591, -0.0217], [0.2101, -0.3642, 0.5148], [-3.6715, 1.9471, 1.5807], [2.1043, 0.0942, -0.1036], [0.0771, 0.6214, -0.0623], [0.5123, -0.2908, -0.2390], [-0.5175, -0.0559, -0.2699], [0.5916, -0.0862, 0.0700], [0.0745, -0.3666, -0.0865], [-0.2939, -0.7305, 0.5019]]}

=====

{"formula": "C44H34CrN7O3S3", "method": "wB97M-V/def2-TZVPD", "homo_energy_ev": [-9.41, -7.73], "multiplicity": 3, "charge": 1, "e_lumo_ev": [-2.19, -2.24], "homo_lumo_gap_ev": [7.22, 5.49], "elements": ["Cr", "C", "O", "C", "C", "C", "C", "C", "C", "C", "N", "C", "C", "N", "C", "C", "C", "C", "N", "C", "C", "N", "C", "C", "C", "C", "H", "H", "H", "H", "H", "H", "H", "H", "H", "H", "H", "H", "H", "H", "O", "N", "C", "C", "C", "C", "C", "S", "H", "H", "H", "H", "N", "C", "N", "C", "C", "C", "C", "C", "C", "S", "H", "H", "H", "H", "H", "H", "O", "S", "C", "C", "C", "C", "C", "C", "C", "C", "C", "C", "C", "C", "H", "H", "H", "H", "H", "H", "H", "H", "H", "H"], "xyz": [[0.054, 0.126, 0.135], [13.620, 0.143, 0.702], [12.771, 0.057, -0.420], [11.436, 0.077, -0.218], [10.646, 0.107, -1.374], [9.276, 0.152, -1.282], [8.645, 0.151, -0.031], [9.436, 0.116, 1.116], [10.815, 0.084, 1.031], [7.201, 0.163, 0.016], [6.431, 0.461, -1.008], [5.157, 0.300, -0.579], [5.147, -0.130, 0.756], [6.463, -0.196, 1.116], [3.958, -0.472, 1.448], [3.859, -0.990, 2.744], [2.603, -1.332, 3.216], [1.487, -1.170, 2.409], [1.533, -0.645, 1.183], [2.756, -0.286, 0.716], [2.751, 0.292, -0.575], [1.521, 0.558, -1.078], [1.476, 0.956, -2.349], [2.599, 1.188, -3.129], [3.864, 1.007, -2.595], [3.947, 0.539, -1.286], [14.632, 0.191, 0.304], [13.529, -0.738, 1.345], [13.414, 1.049, 1.282], [11.150, 0.102, -2.328], [8.665, 0.186, -2.169], [8.984, 0.140, 2.099], [11.395, 0.069, 1.941], [6.840, -0.475, 2.007], [4.740, -1.135, 3.348], [2.476, -1.745, 4.204], [0.514, -1.479, 2.773], [0.493, 1.115, -2.773], [2.464, 1.531, -4.144], [4.765, 1.199, -3.154], [0.117, 1.476, 1.681], [-0.836, 1.488, 2.585], [-0.754, 2.382, 3.591], [-1.745, 2.507, 4.530], [-2.883, 1.703, 4.441], [-2.931, 0.754, 3.446], [-1.880, 0.612, 2.536], [-1.819, -0.691, 1.429], [0.145, 2.983, 3.594], [-1.641, 3.232, 5.319], [-3.692, 1.808, 5.147], [-3.766, 0.081, 3.339], [-3.223, 0.281, -1.235], [-2.402, 1.316, -1.490], [-1.265, 1.537, -0.892], [-0.685, 2.715, -1.336], [0.481, 3.306, -0.850], [0.968, 4.445, -1.465], [0.315, 5.011, -2.558], [-0.870, 4.473, -3.021], [-1.366, 3.343, -2.394], [-2.839, 2.470, -2.746], [-3.057, -0.240, -0.375], [-4.162, 0.311, -1.594], [0.993, 2.863, -0.007], [1.870, 4.905, -1.087], [0.727, 5.883, -3.044], [-1.402, 4.926, -3.842], [-0.215, -1.403, -1.261], [-1.353, -2.380, -1.227], [-0.639, -3.946, -1.781], [-1.194, -5.117, -1.292], [-0.742, -6.331, -1.782], [0.252, -6.358, -2.746], [0.816, -5.181, -3.209], [0.374, -3.964, -2.723], [-2.203, -2.101, -2.805], [-1.603, -1.320, -3.773], [-2.275, -1.068, -4.957], [-3.539, -1.597, -5.161], [-4.134, -2.379, -4.182], [-3.464, -2.637, -2.998], [-1.973, -5.084, -0.545], [-1.163, -7.256, -1.422], [0.598, -7.301, -3.135], [1.593, -5.214, -3.955], [0.797, -3.032, -3.065], [-0.619, -0.913, -3.593], [-1.810, -0.458, -5.716], [-4.065, -1.398, -6.082], [-5.120, -2.789, -4.331], [-3.907, -3.246, -2.225]], "forces_ev_per_angstrom": [[-1.8056, 0.0888, 0.3007], [0.1930, 0.0235, 0.2435], [-0.2272, -0.0253, -0.2081], [-0.2848, 0.0533, -0.0211], [0.2254, 0.0211, 0.1510], [-0.0342, -0.0176, 0.2244], [0.7143, -0.0403, 0.1455], [-0.3007, 0.0381, -0.3711], [0.4205, -0.0292, -0.0023], [-0.5237, -0.0319, -0.1035], [0.3937, 0.1250, -0.1658], [0.0866, -0.4479, 1.4015], [-0.1691, 0.3644, -1.0469], [0.2633, 0.0141, -0.0550], [-0.4497, -0.1957, 0.3786], [-0.1864, 0.1191, -0.4195], [0.0592, -0.0023, -0.1614], [-0.2394, -0.2384, 0.4051], [0.8282, -0.3331, 0.4223], [0.4730, 0.0115, 0.0192], [0.7706, 0.0007, -0.0090], [0.5576, 0.1115, -0.2053], [-0.1189, 0.0943, -0.7514], [-0.1193, -0.0738, 0.1143], [-0.0893, -0.1118, 0.2745], [-0.5093, 0.1163, -0.1737], [-0.0508, 0.0011, 0.0650], [-0.0215, 0.0644, -0.0301], [0.0341, -0.0809, -0.0228], [-0.0033, 0.0064, -0.1059], [-0.0372, -0.0126, -0.0867], [-0.0352, 0.0018, 0.0909], [0.0529, 0.0010, 0.0099], [-0.0576, -0.0302, -0.1321], [0.0885, -0.0221, 0.1095], [-0.0185, -0.0487, 0.0575], [-0.0007, 0.1026, -0.0986], [0.0190, 0.0043, 0.0283], [-0.0163, 0.0020, -0.0542], [0.0939, 0.0505, -0.0823], [0.4723, -0.0018, -0.3541], [-0.9308, -0.1109, 0.4018], [0.1168, 0.2889, 0.1719], [-0.1408, -0.1104, -0.0955], [0.2710, -0.0143, -0.1559], [0.0889, 0.2195, 0.1336], [0.1338, 0.1736, 0.0959], [0.1466, -0.4290, -0.1111], [-0.0333, -0.0257, -0.1299], [0.0810, 0.1150, 0.0348], [-0.0467, -0.0010, 0.0443], [-0.0415, -0.0714, 0.0394], [0.0169, 0.0924, 0.0159], [-0.4376, 0.1541, -0.3424], [0.2253, -0.6119, 0.2173], [-0.0349, 0.9970, -0.5212], [-0.0844, -0.0063, 0.1259], [-0.0387, -0.0396, 0.0404], [0.0007, 0.0190, -0.0001], [-0.0363, 0.0075, 0.0192], [0.0799, -0.2463, 0.3017], [0.2405, -0.1739, 0.3040], [-0.0743, 0.2107, 0.0321], [0.0681, -0.0527, -0.0690], [-0.0196, 0.0876, -0.0100], [0.0399, -0.0193, -0.0141], [0.0159, 0.0798, 0.0136], [-0.0544, 0.0663, -0.1290], [0.5852, 0.5849, 0.2136], [-0.4273, -1.2421, -1.3539], [-0.2023, 0.0570, 0.4934], [-0.0664, 0.1309, 0.0357], [0.0439, -0.0634, -0.0896], [-0.0284, -0.0613, 0.0667], [-0.0021, 0.1624, 0.0455], [0.0404, 0.1592, -0.0268], [-0.1032, 0.1615, 0.2155], [0.2178, 0.0372, 0.1550], [-0.0149, -0.0631, 0.0273], [-0.0539, 0.0385, -0.0129], [-0.0055, -0.0784, 0.0555], [0.1697, 0.0122, 0.1249], [-0.0800, 0.0095, 0.1065], [-0.0766, -0.0725, 0.0835], [0.0413, -0.1637, -0.0476], [0.1231, 0.0268, -0.0820], [0.0896, 0.0862, -0.0861], [0.0699, 0.0896, 0.0201], [0.0359, 0.0536, -0.0824], [-0.0580, 0.0185, -0.0903], [-0.1009, -0.0433, -0.0686], [-0.1963, -0.1110, 0.1025]]}

=====

{"formula": "C4H6O4", "method": "wB97M-V/def2-TZVPD", "homo_energy_ev": -9.49, "smiles": "O=CC1OCOCO1", "e_above_lowest_kcal_mol": 113.3, "multiplicity": 1, "charge": 0, "e_lumo_ev": 0.93, "homo_lumo_gap_ev": 10.41, "elements": ["O", "C", "C", "O", "C", "O", "C", "O", "H", "H", "H", "H", "H", "H"], "xyz": [[1.455, -0.459, 1.652], [1.631, -0.238, 0.490], [0.733, 1.017, -0.037], [0.410, 0.608, -1.356], [-0.723, -0.261, -1.314], [-0.524, -1.145, -0.106], [-1.017, -0.157, 0.839], [-0.618, 1.102, 0.581], [2.193, -0.842, -0.202], [1.281, 1.859, 0.099], [-1.639, 0.340, -1.303], [-0.455, -0.946, -1.942], [-2.094, -0.361, 0.734], [-0.636, -0.516, 1.862]], "forces_ev_per_angstrom": [[1.6602, -0.7587, 0.7382], [-2.9834, 2.4172, 1.5376], [-2.2851, -5.1792, -1.0339], [0.2929, 1.3405, -0.3194], [1.6782, 1.4778, 4.1830], [-1.1761, 3.4672, -1.2222], [-0.7260, -4.4315, 3.3740], [2.8150, 1.3611, -0.2733], [0.4716, -0.1984, -0.5996], [1.0071, 2.9818, -0.1760], [-0.0050, -0.8235, -0.2241], [0.1311, -3.4125, -5.0716], [-0.0131, 1.2441, 0.4915], [-0.8673, 0.5142, -1.4043]]}

=====

{"formula": "C10H17N3O2", "method": "wB97M-V/def2-TZVPD", "homo_energy_ev": -7.59, "smiles": "Cc1cc(N(C)C)n(C(C)C)n1.O=C=O", "e_above_lowest_kcal_mol": 80.6, "multiplicity": 1, "charge": 0, "e_lumo_ev": 0.72, "homo_lumo_gap_ev": 8.31, "elements": ["C", "C", "C", "C", "N", "C", "C", "N", "C", "C", "C", "N", "H", "H", "H", "H", "H", "H", "H", "H", "H", "H", "H", "H", "H", "H", "H", "H", "H", "O", "C", "O"], "xyz": [[1.908, -0.698, 2.814], [0.896, -0.269, 1.652], [-0.307, 0.458, 1.798], [-0.916, 0.551, 0.571], [-2.104, 1.071, 0.157], [-2.712, 1.887, 1.301], [-2.302, 1.709, -1.111], [0.122, -0.261, -0.377], [-0.219, -1.114, -1.470], [-0.176, -2.607, -0.974], [0.693, -0.808, -2.661], [1.156, -0.681, 0.449], [2.390, -1.606, 2.596], [2.700, 0.156, 2.805], [1.264, -0.563, 3.656], [-0.739, 0.851, 2.683], [-1.916, 2.464, 1.580], [-3.532, 2.195, 0.799], [-2.972, 1.237, 2.145], [-1.532, 1.283, -1.753], [-3.387, 1.423, -1.432], [-2.220, 2.805, -1.053], [-1.154, -0.999, -1.770], [0.895, -3.012, -0.931], [-0.695, -3.255, -1.693], [-0.643, -2.692, -0.039], [1.028, 0.306, -2.540], [0.128, -0.806, -3.554], [1.527, -1.528, -2.607], [4.089, 0.397, 0.705], [4.287, 0.826, -0.346], [4.445, 1.283, -1.400]], "forces_ev_per_angstrom": [[-0.8527, 4.7586, -2.4166], [2.3128, -1.6044, 1.0783], [-0.7765, 0.3383, -1.0680], [3.5801, -3.1597, -2.5595], [-0.1876, -0.0280, 2.4976], [1.3063, -4.7003, -0.9096], [-1.3921, -0.9111, -0.5283], [-2.3227, 3.2690, 3.9133], [3.9895, -2.1812, 1.1577], [2.0238, -0.0816, -2.3192], [0.9948, 1.6765, 1.5834], [-1.2581, 0.3025, -0.7026], [0.2115, -1.2494, 0.0701], [-1.1999, -1.5915, 0.3744], [0.2624, -0.6716, 1.1574], [0.0711, 0.2244, 0.6715], [1.2979, 2.6915, 0.9082], [-2.7519, 2.1953, -0.6011], [-0.0950, 0.0265, -0.3318], [-0.3748, 0.3221, -0.5423], [1.9772, 0.6549, 0.0088], [0.1191, -0.1973, -0.1027], [-4.3896, 1.1907, -0.9003], [-1.4468, 0.7508, 0.1858], [-0.0369, 0.1574, 0.0828], [-0.5605, -0.1179, 1.3575], [-0.1582, -2.1613, -0.2112], [-0.2908, -0.5824, -1.2392], [-0.0992, 0.6742, -0.6108], [0.2557, -0.2087, 0.4530], [-0.3813, 0.2649, -0.3627], [0.1722, -0.0513, -0.0939]]}